{"formula": "C36H96O12", "method": "ωB97M-V/def2-TZVPD", "orbital_gap_ev": 9.9, "smiles": "CC(C)O.CC(C)O.CC(C)O.CC(C)O.CC(C)O.CC(C)O.CC(C)O.CC(C)O.CC(C)O.CC(C)O.CC(C)O.CC(C)O", "e_above_lowest_kj_mol": 667.5, "e_tot_ha": -2331.85639, "charge": 0, "homo_ha": -0.3530, "species": ["H", "H", "H", "C", "H", "H", "H", "C", "H", "H", "H", "H", "H", "C", "C", "H", "C", "H", "H", "C", "O", "H", "H", "C", "O", "H", "H", "C", "H", "H", "C", "H", "H", "H", "H", "H", "H", "C", "H", "H", "H", "H", "H", "H", "O", "O", "C", "C", "C", "O", "H", "O", "C", "H", "C", "C", "H", "H", "H", "H", "C", "H", "H", "H", "H", "C", "C", "H", "C", "H", "C", "O", "H", "H", "H", "H", "H", "C", "H", "H", "H", "H", "H", "H", "H", "C", "O", "H", "O", "C", "H", "H", "H", "C", "H", "H", "H", "C", "H", "H", "H", "H", "H", "O", "H", "H", "H", "H", "O", "C", "H", "H", "H", "H", "H", "H", "H", "C", "H", "H", "H", "C", "O", "C", "H", "H", "H", "H", "H", "C", "H", "C", "H", "H", "C", "C", "C", "H", "H", "H", "C", "H", "H", "H"], "positions_angstrom": [[1.250, -0.513, 0.870], [3.053, 3.755, 6.163], [3.748, -2.967, 2.897], [5.033, 0.323, 0.020], [-3.441, 5.196, 2.704], [5.301, -0.255, -6.011], [3.484, 2.850, 0.335], [1.734, 6.000, 0.971], [-5.163, 0.519, -6.592], [5.468, -3.751, -2.696], [-2.971, -0.216, -4.530], [-2.212, 1.106, -0.879], [3.987, -2.462, -1.287], [-1.777, 0.758, 0.058], [-5.487, -0.863, 0.620], [4.339, -3.571, 1.441], [-3.929, 1.685, -5.096], [-3.485, -3.491, -0.153], [-3.165, 3.628, 1.949], [-1.828, -3.210, -2.416], [2.197, 4.172, 6.039], [1.247, 6.952, 0.760], [5.217, 0.130, 1.077], [-5.083, 3.688, 2.772], [3.221, 0.221, -1.465], [-5.314, -1.605, 3.354], [1.211, -6.102, 1.515], [-3.578, 0.555, -4.056], [1.144, 3.063, 1.110], [0.081, 4.981, 4.450], [-6.089, -0.914, 3.021], [3.021, 0.570, 0.637], [-1.012, -3.488, -3.082], [1.198, 0.737, -1.053], [5.242, -0.605, -0.511], [-7.473, -0.605, 1.587], [2.605, 5.880, 0.327], [1.456, 3.547, 5.098], [-7.287, -2.958, 0.920], [2.380, 1.519, 5.270], [4.486, -2.756, -3.728], [-6.902, 3.893, 3.941], [-2.259, -2.328, -2.889], [-4.566, -1.429, 0.763], [4.061, 1.146, -3.911], [-3.254, -4.398, -3.539], [0.434, 5.009, 0.886], [-5.846, 4.151, 4.026], [-0.484, -4.212, 0.782], [1.707, -5.357, 1.171], [-0.633, 5.406, -1.040], [-5.625, 4.378, 1.709], [1.965, 0.340, -4.699], [-2.325, -5.132, -1.931], [-0.010, 4.666, -0.537], [4.292, 0.156, -6.045], [-4.772, -4.295, -0.985], [1.658, 1.334, -5.024], [-0.485, -0.841, -0.703], [0.391, -5.130, 3.435], [3.542, -3.278, -1.857], [-5.115, 2.599, 2.812], [-5.455, 3.824, 4.990], [3.773, -0.466, -6.774], [0.901, 1.629, 4.431], [-4.359, 1.251, -6.513], [6.788, -3.282, 2.890], [-0.347, 5.500, 1.465], [0.776, -4.193, 3.034], [-1.442, -2.703, -1.531], [5.842, -2.160, 2.327], [0.340, 1.114, -0.849], [-4.410, 2.113, -7.179], [3.913, 1.970, -4.381], [2.029, -2.144, -3.066], [-0.361, 4.654, 6.072], [6.330, -1.686, 1.475], [0.229, -0.303, 1.187], [4.318, 2.621, -1.260], [7.785, -2.896, 3.101], [-6.814, -1.168, 3.794], [-0.597, 3.748, -0.569], [-0.260, -4.365, -0.274], [-5.593, 0.056, 3.068], [-1.799, 1.623, 0.721], [-3.614, 4.125, 2.809], [3.562, -4.514, -1.069], [-4.420, -0.103, -3.841], [5.702, -1.136, 3.223], [4.382, -2.675, 2.060], [-5.795, 5.239, 4.050], [1.734, -3.901, 3.464], [2.103, 6.191, 1.979], [3.529, 0.136, -4.731], [-2.569, 0.133, 0.469], [-4.320, -2.725, -1.493], [-5.285, 0.208, 0.614], [0.060, 4.178, 5.186], [0.691, 4.352, -1.310], [3.706, -0.803, -4.205], [1.671, -2.543, -1.323], [6.358, -3.681, 3.809], [-5.788, 1.695, -4.675], [-6.868, -2.604, 1.708], [-3.039, 3.668, 3.614], [-0.224, -1.167, 1.675], [0.863, 1.634, 6.177], [-0.682, 3.519, 4.735], [0.876, 3.818, 1.638], [3.653, 0.753, -0.232], [-1.087, -3.305, 0.765], [2.926, -4.494, -0.351], [5.816, 1.023, -0.272], [3.801, -1.924, 1.525], [4.175, -4.531, -3.681], [-4.177, -4.279, -3.302], [-1.102, -5.053, 1.097], [3.565, 2.245, -0.567], [0.060, -3.420, 3.313], [1.515, -0.446, -5.307], [0.329, 0.564, 1.840], [-0.422, 0.087, -0.136], [-5.038, 2.293, -4.650], [1.411, 2.014, 5.315], [6.857, -3.998, 2.070], [1.626, -3.741, -2.691], [3.718, 0.519, -2.230], [1.622, 0.150, -3.683], [-6.321, 3.793, 1.402], [-3.896, -3.668, -1.147], [1.494, -3.358, 1.048], [-2.889, -4.249, -2.231], [2.639, 2.470, -1.096], [5.295, -1.516, 4.004], [0.928, -4.198, 1.451], [2.121, -2.871, -2.259], [-6.562, -1.201, 1.637], [1.918, 3.779, 4.139], [-3.182, 2.469, -5.215], [-5.716, -0.936, -0.443], [4.463, -3.651, -3.106], [-3.234, 0.832, -3.059], [4.417, 1.158, -6.455], [-3.527, 0.727, -6.985]], "forces_ev_per_a": [[0.24, -0.63, 0.44], [0.04, -0.07, -0.14], [0.64, 0.30, 0.76], [2.01, -0.87, 1.14], [-0.28, -0.06, 0.28], [-0.01, -0.04, 0.60], [0.58, 0.34, 0.08], [-2.43, 0.53, -0.05], [-0.44, 0.49, 0.34], [0.07, -0.36, -0.21], [0.97, 0.30, 0.19], [0.32, 0.02, -0.26], [0.23, 0.01, -0.04], [-1.09, -0.20, -0.22], [-0.12, 0.68, -0.83], [0.32, -0.07, -0.31], [0.03, -2.15, -0.62], [0.50, -0.17, -0.29], [0.16, 0.31, -0.42], [1.15, 2.45, 0.60], [1.77, 1.56, 2.61], [0.39, 0.49, -0.54], [-0.03, 0.02, 0.09], [1.51, 1.33, 3.37], [-2.09, -2.70, 0.42], [0.50, -0.27, -0.62], [0.09, -0.27, -0.05], [0.13, -0.80, -1.45], [-0.24, 0.24, -0.71], [-0.06, 0.37, 0.00], [1.40, -0.45, 1.17], [-0.50, -0.63, -0.57], [0.01, -0.39, 0.22], [0.58, -0.15, -0.34], [-0.08, -0.13, 0.05], [-0.21, -0.02, -0.96], [-0.42, -0.55, -0.29], [-1.30, -1.54, 0.19], [-0.03, 0.35, -0.24], [0.33, 0.29, 0.22], [0.02, -0.13, -0.36], [-0.05, -0.16, 0.10], [-0.48, -0.08, -0.45], [-0.05, 0.08, 0.35], [0.82, 0.48, 0.78], [-3.38, -0.83, -0.77], [4.09, -0.66, -0.05], [0.10, 0.51, 0.01], [1.24, -0.54, -1.02], [-0.22, 0.31, -0.77], [0.03, 0.37, 0.40], [-0.97, -0.82, -1.65], [1.23, -1.05, -0.58], [-0.66, -0.50, 0.70], [-0.72, -0.66, -0.52], [-0.53, -0.60, -0.70], [-0.01, -0.39, -0.03], [0.03, -0.05, -0.11], [-0.19, 0.15, -0.55], [0.24, -0.15, -0.26], [0.57, -1.89, -1.56], [-0.16, -0.26, -0.99], [0.08, -0.41, -0.13], [-0.11, 0.12, -0.22], [-0.24, -0.22, -0.08], [2.78, -1.10, -0.63], [-0.85, 1.04, -1.10], [-0.08, -0.34, -0.03], [0.15, 1.56, -1.44], [0.42, -0.69, 0.45], [-0.56, -2.05, 0.35], [-0.53, -1.04, 0.80], [-0.86, 0.13, 0.36], [0.06, 0.29, 0.19], [0.41, 0.50, 0.43], [0.72, -0.63, 0.51], [-0.35, -0.45, -0.41], [0.87, 0.76, -0.84], [0.49, -0.27, 0.36], [-0.09, 0.14, -0.01], [-0.54, 0.91, -0.20], [-0.52, -0.01, 0.69], [-0.17, -0.24, -0.23], [-0.60, 0.29, 0.40], [0.73, 0.09, 0.06], [0.35, -1.40, -0.49], [0.06, 1.05, -0.69], [-0.90, 0.50, -0.18], [0.20, 1.83, 1.59], [0.52, -0.48, -1.39], [-0.05, 0.12, -0.05], [-0.04, -0.41, 0.23], [-0.21, -0.76, 0.26], [-1.11, 0.20, 0.17], [0.26, -0.59, 0.13], [0.29, 0.23, -0.20], [0.34, 0.17, 0.72], [-0.42, 0.39, -2.14], [1.09, 0.53, 0.50], [0.17, -0.05, -0.05], [-0.68, 0.19, -0.30], [0.00, -0.33, -0.14], [0.05, -0.07, -0.01], [-0.01, -0.05, -0.16], [-0.24, 0.40, 0.49], [-0.02, 0.14, -0.02], [0.03, 0.49, 0.21], [-0.10, -0.27, 0.28], [-1.03, 0.68, 0.30], [0.38, 2.84, -2.14], [0.31, 0.21, 0.69], [-0.23, -0.01, 0.16], [-0.22, 0.24, -0.27], [0.13, 0.27, -0.05], [-0.23, 0.09, 0.31], [-1.10, -0.32, -1.99], [0.05, -0.01, 0.27], [-0.80, 1.12, 1.03], [-0.08, 0.09, 0.11], [-0.26, 0.20, -0.28], [-0.37, -0.04, 0.26], [-0.67, 1.41, 0.48], [-2.88, 2.88, 2.18], [-0.28, 0.02, -1.20], [0.10, -0.52, 0.42], [-0.22, -0.27, 0.44], [0.42, 0.72, -0.02], [0.12, 0.30, 0.07], [-0.41, 0.42, -0.54], [-0.42, -0.96, -1.29], [0.05, 0.14, 0.36], [3.70, 1.69, 2.97], [-0.31, -0.32, 0.09], [-0.07, 0.22, 0.27], [-1.61, -0.57, 2.20], [0.47, -0.87, 0.12], [0.01, -0.85, 0.45], [-0.48, -0.40, -0.53], [0.39, -0.30, 0.32], [-0.67, -0.78, -0.05], [-0.45, 1.52, 1.73], [0.41, 0.50, -0.41], [-0.36, 0.15, 0.02], [0.33, -0.41, -0.07]]}